Formula: C54H52AlFO9P
Source: the OMol25 dataset
Level of theory: the ωB97M-V functional and the def2-TZVPD basis

Its HOMO energy is -3.7 eV. Its total charge is -1. As for the total energy: -3449.6986 Ha. As for the gap between HOMO and LUMO: 0.14742 Ha.

Last column: Mulliken charge in e.
Cartesian coordinates (Å):
1 C -3.10 0.07 -0.83  -0.695
2 C -2.91 -1.10 -1.98  0.223
3 O -3.42 -2.42 -1.58  -0.453
4 C -2.54 -3.05 -0.55  0.465
5 C -1.35 -3.99 -1.22  0.415
6 O -0.62 -4.70 -0.16  -0.389
7 Al 0.51 -3.58 0.83  -0.421
8 C 2.33 -4.52 0.94  -0.318
9 C 3.42 -3.86 1.96  0.142
10 C 4.62 -3.22 1.04  -0.919
11 O 2.87 -2.95 2.98  -0.458
12 C 0.57 -1.62 0.25  0.975
13 C 1.85 -0.75 0.86  -0.367
14 F 0.59 -1.38 -1.21  -0.219
15 P -0.38 -3.57 3.02  0.088
16 C -2.01 -4.58 2.93  -0.828
17 C -0.75 -1.77 3.57  -0.261
18 C -2.32 -1.31 3.38  -0.338
19 H -2.03 0.24 -0.35  0.105
20 H -3.76 -0.41 0.03  0.177
21 H -3.58 1.06 -1.24  0.324
22 H -1.82 -1.19 -2.39  -0.122
23 H -3.59 -0.74 -2.89  0.275
24 H -3.25 -3.81 0.03  0.164
25 H -2.14 -2.31 0.26  -0.540
26 H -1.94 -4.83 -1.83  0.235
27 H -0.69 -3.44 -2.01  -0.488
28 H 2.72 -4.70 -0.16  -0.026
29 H 2.10 -5.62 1.36  0.226
30 H 3.91 -4.76 2.56  0.318
31 H 4.81 -2.08 1.20  0.251
32 H 5.63 -3.80 1.28  0.253
33 H 4.46 -3.38 -0.13  0.160
34 H 3.45 -2.13 2.97  0.318
35 H -0.40 -1.08 0.69  -0.446
36 H 2.88 -1.13 0.42  0.130
37 H 1.88 -0.72 2.03  0.164
38 H 1.76 0.39 0.51  -0.084
39 H -2.85 -4.09 2.26  0.101
40 H -2.38 -4.89 3.99  0.354
41 H -1.73 -5.60 2.37  0.221
42 H -0.10 -0.95 3.01  -0.089
43 H -0.50 -1.67 4.72  0.394
44 H -2.92 -1.93 2.58  0.001
45 H -2.40 -0.17 3.05  0.114
46 H -2.95 -1.37 4.40  0.095
47 C 7.69 6.46 -0.20  -0.426
48 C 7.33 5.68 0.90  -0.463
49 C 6.18 4.89 0.84  -0.524
50 C 5.38 4.90 -0.31  0.178
51 C 5.74 5.70 -1.40  0.153
52 C 6.90 6.47 -1.35  -0.563
53 C 4.88 5.74 -2.60  0.602
54 O 5.19 6.45 -3.56  -0.689
55 C 3.64 4.94 -2.63  0.439
56 C 2.79 5.02 -3.74  -0.632
57 C 1.62 4.26 -3.79  -0.477
58 C 1.30 3.41 -2.73  -0.562
59 C 2.15 3.33 -1.62  -0.656
60 C 3.31 4.11 -1.57  0.198
61 C 4.18 4.04 -0.37  0.519
62 O 3.90 3.30 0.56  -0.677
63 H 8.59 7.07 -0.15  0.384
64 H 7.94 5.68 1.80  0.387
65 H 5.90 4.28 1.70  0.460
66 H 7.19 7.09 -2.19  0.442
67 H 3.03 5.68 -4.58  0.438
68 H 0.96 4.33 -4.65  0.405
69 H 0.40 2.81 -2.77  0.504
70 H 1.89 2.67 -0.80  0.530
71 C -6.98 4.75 3.43  -0.408
72 C -6.16 3.87 2.72  -0.572
73 C -5.55 2.81 3.38  -0.601
74 C -5.73 2.63 4.76  0.144
75 C -6.53 3.52 5.47  0.342
76 C -7.16 4.58 4.81  -0.632
77 C -6.70 3.37 6.93  0.559
78 O -7.40 4.16 7.56  -0.704
79 C -6.00 2.27 7.62  0.304
80 C -6.10 2.15 9.02  -0.643
81 C -5.46 1.11 9.68  -0.425
82 C -4.72 0.17 8.95  -0.580
83 C -4.61 0.29 7.57  -0.336
84 C -5.24 1.35 6.90  0.208
85 C -5.09 1.49 5.44  0.274
86 O -4.44 0.67 4.80  -0.566
87 H -7.47 5.58 2.92  0.377
88 H -6.01 4.02 1.66  0.412
89 H -4.92 2.12 2.82  0.683
90 H -7.80 5.28 5.36  0.440
91 H -6.68 2.88 9.59  0.439
92 H -5.53 1.02 10.76  0.376
93 H -4.22 -0.65 9.47  0.421
94 H -4.02 -0.44 7.01  0.470
95 C 0.56 -0.37 -9.27  -0.463
96 C 1.38 -1.25 -9.98  -0.454
97 C 2.00 -2.31 -9.33  -0.520
98 C 1.81 -2.49 -7.95  0.148
99 C 1.01 -1.60 -7.23  0.139
100 C 0.38 -0.54 -7.90  -0.503
101 C 0.85 -1.75 -5.77  0.408
102 O 0.15 -0.97 -5.15  -0.689
103 C 1.54 -2.85 -5.08  0.037
104 C 1.44 -2.97 -3.69  -0.516
105 C 2.09 -4.02 -3.03  0.039
106 C 2.83 -4.95 -3.75  -0.569
107 C 2.93 -4.83 -5.14  -0.709
108 C 2.30 -3.77 -5.80  0.224
109 C 2.45 -3.63 -7.27  0.594
110 O 3.10 -4.45 -7.90  -0.707
111 H 0.08 0.46 -9.79  0.384
112 H 1.53 -1.11 -11.05  0.379
113 H 2.63 -3.00 -9.89  0.442
114 H -0.25 0.15 -7.35  0.485
115 H 0.86 -2.25 -3.12  0.721
116 H 2.01 -4.10 -1.95  0.056
117 H 3.32 -5.77 -3.24  0.459
118 H 3.52 -5.56 -5.70  0.436

---

Formula: C37H71CdGe2N3O2SSi4Te
Source: the OMol25 dataset
Level of theory: the ωB97M-V functional and the def2-TZVPD basis

The energy above the lowest of the compared OMol25 structures with the same formula, charge and spin is 3.664 eV. Its HOMO energy is -5.9 eV. As for the total energy: -7912.9606 Ha. As for the gap between HOMO and LUMO: 0.18420 Ha.

Last column: Mulliken charge in e.
Cartesian coordinates (Å):
1 Cd -0.16 0.31 -0.67  3.694
2 C -3.40 -1.49 0.57  -1.143
3 C -2.25 -1.14 1.52  -0.579
4 N -0.90 -1.47 1.05  0.716
5 C -0.55 -2.89 1.00  -0.442
6 C -1.08 -3.64 -0.23  -1.105
7 S -0.83 -2.79 -1.83  0.018
8 C -2.47 -2.91 -2.57  -0.968
9 C -3.59 -2.16 -1.80  -0.868
10 N -3.07 -1.22 -0.82  0.137
11 H -3.63 -2.55 0.67  0.472
12 H -4.29 -0.94 0.91  0.403
13 H -2.25 -0.06 1.69  -0.113
14 H -2.45 -1.63 2.49  0.471
15 H -0.27 -1.00 1.69  -0.175
16 H 0.54 -2.95 1.01  -0.305
17 H -0.94 -3.41 1.89  0.318
18 H -0.58 -4.61 -0.30  0.681
19 H -2.15 -3.82 -0.15  0.500
20 H -2.33 -2.50 -3.57  0.540
21 H -2.72 -3.97 -2.67  0.436
22 H -4.22 -1.65 -2.52  0.416
23 H -4.22 -2.90 -1.30  0.351
24 H -3.29 -0.26 -1.06  0.149
25 O 2.25 1.24 -0.11  -0.445
26 C 2.16 0.56 0.92  -1.071
27 O 2.32 -0.73 0.92  -0.209
28 C 1.81 1.18 2.24  -0.015
29 C 2.64 2.11 2.84  -0.755
30 C 2.20 2.72 4.01  -0.446
31 C 0.95 2.38 4.50  -0.777
32 C 0.21 1.42 3.84  -0.351
33 N 0.62 0.82 2.72  0.260
34 H 3.58 2.36 2.39  0.530
35 H 2.82 3.46 4.50  0.463
36 H 0.56 2.85 5.40  0.438
37 H -0.77 1.12 4.20  0.442
38 C -2.00 1.00 -5.60  -1.285
39 C -1.26 0.04 -4.68  -0.256
40 Ge -0.20 0.87 -3.17  -0.070
41 C 1.57 1.39 -4.00  -0.452
42 C 1.49 1.96 -5.42  -1.150
43 C -1.11 2.63 -3.01  -1.736
44 C -1.59 3.27 -1.93  0.151
45 Ge -1.10 2.64 -0.07  -0.211
46 C -2.67 2.76 1.23  -0.314
47 C -3.73 3.86 1.16  -1.328
48 C 0.30 3.98 0.53  -0.089
49 C -0.09 5.12 1.48  -1.244
50 C -2.39 4.51 -2.14  0.001
51 C -2.37 5.54 -1.20  0.543
52 C -3.12 6.70 -1.36  -0.766
53 C -3.92 6.85 -2.48  -0.439
54 C -3.96 5.84 -3.43  -0.787
55 C -3.21 4.68 -3.26  -0.242
56 H -2.45 0.48 -6.45  0.411
57 H -1.33 1.77 -6.00  0.246
58 H -2.81 1.51 -5.06  0.261
59 H -0.58 -0.59 -5.26  0.457
60 H -1.99 -0.65 -4.23  -0.088
61 H 2.23 0.51 -4.00  0.208
62 H 2.03 2.12 -3.34  0.317
63 H 1.08 1.22 -6.12  0.280
64 H 2.47 2.25 -5.79  0.396
65 H 0.84 2.84 -5.45  0.220
66 H -1.31 3.10 -3.97  0.539
67 H -2.20 2.78 2.22  0.268
68 H -3.18 1.79 1.16  0.273
69 H -3.31 4.84 1.35  0.262
70 H -4.51 3.68 1.90  0.443
71 H -4.21 3.89 0.17  0.313
72 H 0.77 4.37 -0.37  0.554
73 H 1.06 3.37 1.02  -0.204
74 H -0.34 6.03 0.93  0.351
75 H 0.73 5.37 2.16  0.397
76 H -0.95 4.85 2.10  0.241
77 H -1.76 5.42 -0.32  0.081
78 H -3.08 7.48 -0.61  0.391
79 H -4.50 7.75 -2.62  0.373
80 H -4.60 5.94 -4.30  0.408
81 H -3.27 3.90 -4.00  0.411
82 C 2.33 -5.26 -2.63  -0.829
83 Si 3.30 -5.33 -1.01  0.712
84 C 4.85 -6.36 -1.35  -1.198
85 C 2.29 -6.25 0.31  -1.005
86 Si 3.99 -3.19 -0.26  0.069
87 Te 2.49 -1.29 -1.10  -0.798
88 Si 4.37 -3.29 2.08  0.758
89 C 2.84 -3.56 3.16  -0.859
90 C 5.49 -4.80 2.25  -1.095
91 C 5.29 -1.80 2.80  -0.983
92 Si 5.96 -2.57 -1.43  0.666
93 C 5.43 -2.53 -3.25  -0.845
94 C 6.45 -0.82 -0.90  -0.946
95 C 7.48 -3.70 -1.27  -1.095
96 H 1.92 -6.23 -2.91  0.366
97 H 2.99 -4.93 -3.44  0.270
98 H 1.50 -4.55 -2.58  0.071
99 H 4.61 -7.41 -1.55  0.439
100 H 5.54 -6.34 -0.50  0.331
101 H 5.39 -5.97 -2.22  0.257
102 H 1.78 -7.12 -0.11  0.452
103 H 1.54 -5.61 0.77  0.120
104 H 2.94 -6.61 1.11  0.328
105 H 2.25 -4.41 2.81  0.256
106 H 2.20 -2.68 3.16  0.024
107 H 3.14 -3.76 4.19  0.500
108 H 4.96 -5.72 2.00  0.219
109 H 5.88 -4.91 3.26  0.428
110 H 6.35 -4.73 1.57  0.215
111 H 4.77 -0.87 2.60  0.121
112 H 6.30 -1.72 2.39  0.303
113 H 5.39 -1.90 3.88  0.396
114 H 4.47 -2.00 -3.35  0.116
115 H 5.29 -3.54 -3.65  0.226
116 H 6.15 -2.02 -3.89  0.404
117 H 5.56 -0.22 -0.74  0.119
118 H 7.06 -0.31 -1.65  0.422
119 H 7.02 -0.83 0.04  0.292
120 H 7.24 -4.73 -1.54  0.283
121 H 7.86 -3.71 -0.25  0.304
122 H 8.28 -3.36 -1.93  0.386

---

Formula: C4H8N4
Source: the OMol25 dataset
Level of theory: the ωB97M-V functional and the def2-TZVPD basis

The energy above the lowest of the compared OMol25 structures with the same formula, charge and spin is 4.509 eV. Its HOMO energy is -8.4 eV. As for the total energy: -376.0827 Ha. As for the gap between HOMO and LUMO: 0.35333 Ha. As for the SMILES: C=NN1C[C@@H]1/C=N/N.

Last column: Mulliken charge in e.
Cartesian coordinates (Å):
1 C 1.02 -0.29 -0.43  -0.283
2 C -0.09 -0.96 0.17  0.101
3 C -0.38 -0.92 1.67  -0.551
4 C -2.48 1.49 0.31  -0.275
5 H 2.88 0.78 -1.52  0.234
6 H 2.61 -0.10 -2.88  0.265
7 H 1.30 0.80 -0.12  0.265
8 H -0.32 -1.92 -0.33  0.281
9 H -0.61 -1.79 2.24  0.252
10 H 0.28 -0.26 2.19  0.335
11 H -2.60 2.59 0.14  0.253
12 H -3.38 0.87 0.42  0.326
13 N 2.74 -0.22 -1.86  -0.489
14 N 1.70 -0.83 -1.37  -0.175
15 N -1.36 -0.36 0.76  -0.132
16 N -1.31 1.12 0.63  -0.407

---

| no. | largest force on an atom (eV/Å) |
| --- | --- |
| 1 | 2.854 |
| 2 | 1.553 |
| 3 | 4.739 |